{"formula": "C5H10O", "method": "ωB97M-V with the def2-TZVPD basis set", "species": ["C", "C", "C", "C", "C", "O", "H", "H", "H", "H", "H", "H", "H", "H", "H", "H"], "coordinates": [[-1.893653, 0.593597, -0.451739], [-0.870419, -0.101962, 0.412963], [0.639468, 0.172313, -0.146536], [1.461992, -0.944767, -0.824294], [1.072028, 0.445602, 1.239801], [1.475619, -0.411622, 1.990251], [-1.752192, 1.678936, -0.372425], [-2.927175, 0.368303, -0.170321], [-1.714987, 0.291035, -1.482287], [-1.040527, 0.249414, 1.456818], [-1.000697, -1.184720, 0.515897], [0.684983, 1.080738, -0.775808], [1.269100, -1.905499, -0.348602], [2.543074, -0.760797, -0.705207], [1.292279, -1.032308, -1.905427], [0.761108, 1.461738, 1.566916]], "forces_ev_per_a": [[-0.1, 0.0, -0.3], [0.1, -0.1, -0.5], [-0.3, -0.1, 0.3], [-0.2, -0.1, 0.1], [0.4, -0.1, 0.4], [0.4, 0.5, 0.0], [-0.1, -0.2, -0.1], [0.2, 0.0, 0.0], [-0.3, 0.2, -0.2], [0.5, 0.0, -0.6], [0.0, 0.1, -0.4], [-0.4, -0.3, 0.5], [0.0, 0.0, -0.1], [-0.4, 0.1, 0.1], [-0.3, 0.1, 0.3], [0.4, 0.0, 0.4]], "smiles": "CC[C@H](C)C=O", "mol_weight_da": 86.1, "gap_ev": 10.463, "total_charge": 0, "lumo_energy_ev": 1.0}